--- A ---
Density functional theory data (the ωB97M-V functional and the def2-TZVPD basis) for a single H2NPS molecule.

Geometry (Å):
N: -0.75540 -0.07658 -0.04705
P: 0.68181 -0.90056 0.05071
S: 2.35782 0.78182 -0.09129
H: -0.70896 0.90511 0.16638
H: -1.57527 -0.70978 -0.07875

Frontier orbital gap (spin up / spin down) in Ha: 0.262 / 0.262
E_LUMO (spin up / spin down) in hartree: -0.0518 / -0.0518

--- B ---
Density functional theory data (the ωB97M-V functional and the def2-TZVPD basis) for 2 unconnected molecules or ions with the total composition H2NPS.

Geometry (Å):
N: -1.41583 0.00111 0.40558
P: 1.72878 -0.85931 -0.34732
S: 2.65137 0.79127 -0.02993
H: -2.29011 -0.34688 0.09406
H: -0.67421 0.41381 -0.12240

Frontier orbital gap (spin up / spin down) in Ha: 0.223 / 0.346
E_LUMO (spin up / spin down) in hartree: -0.0630 / -0.0519

Verdict on stability: A comes out on top.

--- A ---
Density functional theory data (the ωB97M-V functional and the def2-TZVPD basis) for a single C17H30FN3O6S molecule.

Geometry (Å):
C: 4.23931 -1.61680 1.47702
C: 3.46414 -0.80631 0.44159
C: 3.15210 -1.69884 -0.76753
C: 2.53702 -0.88436 -1.88269
O: 3.10890 0.06274 -2.38732
N: 1.29488 -1.25226 -2.31153
C: 0.22804 -1.99099 -1.63522
C: -0.77780 -0.97097 -2.22129
F: -1.77246 -1.53231 -3.00631
C: -1.37251 -0.04763 -1.15714
O: -0.84351 1.02685 -0.92791
N: -2.43931 -0.48834 -0.44721
C: -2.96260 0.41019 0.58044
C: -3.65710 1.62775 -0.01976
S: -4.18235 2.73750 1.24885
O: -4.75171 3.90342 0.64921
O: -4.87422 1.99287 2.24895
O: -2.79331 3.16534 1.91583
C: -3.03503 -1.79618 -0.59405
C: -4.29689 -1.77186 -1.45641
N: -4.69783 -2.98675 -1.90755
O: -4.91545 -0.74947 -1.65352
C: 0.37615 -0.35522 -3.02153
C: 2.17984 -0.19156 1.02844
C: 2.26307 1.27100 1.50675
C: 3.40729 1.48004 2.49845
C: 0.93807 1.61481 2.19083
C: 2.44455 2.19969 0.30342
H: 3.64632 -2.47228 1.81304
H: 5.17261 -1.99959 1.05949
H: 4.48333 -1.02032 2.35478
H: 4.10401 -0.00270 0.06938
H: 4.07895 -2.12657 -1.15613
H: 2.50865 -2.53090 -0.46945
H: 0.07736 -2.99782 -2.03265
H: 0.29065 -2.01998 -0.54632
H: -3.67126 -0.14785 1.18835
H: -2.13726 0.73251 1.21630
H: -2.99035 2.18608 -0.67440
H: -4.55370 1.33926 -0.56695
H: -2.49452 3.99093 1.50722
H: -2.31645 -2.50972 -0.99157
H: -3.32284 -2.15877 0.39592
H: -4.07408 -3.77364 -1.91040
H: -5.49983 -3.01566 -2.51484
H: 0.56682 0.69903 -2.83702
H: 0.29902 -0.56427 -4.08852
H: 1.37749 -0.21080 0.28188
H: 1.83890 -0.81935 1.86175
H: 4.37976 1.28964 2.04032
H: 3.40901 2.51281 2.85377
H: 3.30336 0.82753 3.36920
H: 0.10589 1.49626 1.49312
H: 0.76231 0.97181 3.05742
H: 0.94005 2.65069 2.53791
H: 1.60458 2.09877 -0.38748
H: 2.49152 3.23998 0.63455
H: 3.35837 1.98254 -0.25148

Frontier orbital gap in Ha: 0.365
E_LUMO in hartree: 0.0064

--- B ---
Density functional theory data (the ωB97M-V functional and the def2-TZVPD basis) for a single C17H30FN3O6S molecule.

Geometry (Å):
C: -2.10202 -3.49679 3.21246
C: -1.83375 -2.69501 1.93923
C: -3.02255 -1.76050 1.64995
C: -2.95472 -1.29591 0.21476
O: -3.28071 -2.00385 -0.72399
N: -2.38380 -0.09011 -0.00285
C: -2.05218 1.07634 0.80625
C: -1.48927 1.72969 -0.47354
F: -2.11886 2.92951 -0.77744
C: 0.02020 1.90740 -0.44446
O: 0.67130 1.14598 0.25201
N: 0.61374 2.94769 -1.09143
C: 2.04593 3.08416 -0.83357
C: 2.84026 2.05787 -1.63894
S: 4.58024 2.21387 -1.38487
O: 5.25365 1.17560 -2.10242
O: 4.93659 3.58776 -1.54147
O: 4.71712 1.89894 0.17328
C: 0.10947 3.71581 -2.22020
C: -0.80638 2.94419 -3.16435
N: -1.82084 3.65554 -3.69664
O: -0.55613 1.79696 -3.47508
C: -2.00959 0.50897 -1.27257
C: -0.49914 -1.93030 2.01407
C: 0.67804 -2.53692 1.22933
C: 0.92674 -3.99586 1.61636
C: 1.92852 -1.71156 1.54611
C: 0.39362 -2.43546 -0.27320
H: -2.21374 -2.82554 4.06835
H: -3.01561 -4.08665 3.12309
H: -1.27829 -4.17688 3.43036
H: -1.79391 -3.39491 1.10000
H: -3.95427 -2.31623 1.76282
H: -3.03355 -0.92370 2.35377
H: -2.92116 1.62139 1.18218
H: -1.31562 0.92024 1.59129
H: 2.34966 4.09455 -1.10085
H: 2.22501 2.93782 0.22872
H: 2.55806 1.04383 -1.35911
H: 2.69626 2.18027 -2.71406
H: 4.96666 0.97018 0.28535
H: -0.34369 4.65363 -1.89389
H: 0.97631 3.96872 -2.83549
H: -2.06452 4.56859 -3.36041
H: -2.41017 3.20959 -4.37896
H: -1.25235 -0.04709 -1.82211
H: -2.83883 0.75536 -1.93691
H: -0.61925 -0.91632 1.62866
H: -0.21090 -1.82578 3.06662
H: 0.08041 -4.63505 1.35794
H: 1.80285 -4.37984 1.08911
H: 1.11266 -4.09132 2.68900
H: 1.76956 -0.66210 1.28608
H: 2.17331 -1.76910 2.60957
H: 2.78610 -2.08553 0.98140
H: 0.24860 -1.38921 -0.55703
H: 1.23415 -2.82999 -0.84913
H: -0.49926 -2.99295 -0.56318

Frontier orbital gap in Ha: 0.360
E_LUMO in hartree: 0.0121

Verdict on stability: A comes out on top.

--- A ---
Density functional theory data (the ωB97M-V functional and the def2-TZVPD basis) for 2 unconnected molecules or ions with the total composition C3H7N2OS.

Geometry (Å):
C: -0.49307 0.51549 -0.08700
C: 1.42438 -0.67042 0.44977
C: -1.82894 1.10816 0.06942
N: 0.24035 0.61604 -1.21301
N: 0.21638 -0.20632 0.83221
O: 1.21510 -2.41109 -0.42272
S: 1.94159 0.25372 -0.94486
H: 2.08990 -0.79386 1.24456
H: -1.97673 2.26241 -0.24485
H: -1.98997 1.06234 1.08839
H: -2.60119 0.50020 -0.29607
H: 0.04709 1.19850 -2.14089
H: -0.20228 -0.48272 1.74158
H: 1.91737 -2.95245 -0.07654

Frontier orbital gap (spin up / spin down) in Ha: 0.316 / 0.316
E_LUMO (spin up / spin down) in hartree: -0.1760 / -0.1760
Total charge: +1

--- B ---
Density functional theory data (the ωB97M-V functional and the def2-TZVPD basis) for 2 unconnected molecules or ions with the total composition C3H7N2OS.

Geometry (Å):
C: 2.30303 1.31132 0.21697
C: 1.75413 1.46438 1.44793
C: 0.49066 0.01535 -0.15545
N: -2.78822 -1.41727 -0.54452
N: 1.62765 0.56108 -0.64654
O: -0.35783 -0.67936 -0.68775
S: 0.25325 0.61261 1.52591
H: 3.29602 1.62655 0.04200
H: 2.21272 1.80759 2.35945
H: -3.14826 -2.25174 -0.06146
H: -2.99949 -0.58361 0.03797
H: 2.17269 0.23098 -1.46089
H: -3.06784 -1.33654 -1.50468
H: -1.74852 -1.36135 -0.56894

Frontier orbital gap in Ha: 0.318
E_LUMO in hartree: -0.1268
Total charge: +1

Verdict on stability: B comes out on top.

--- A ---
Density functional theory data (the ωB97M-V functional and the def2-TZVPD basis) for 2 unconnected molecules or ions with the total composition C6H9N3O.

Geometry (Å):
C: 0.65137 -3.29210 1.19111
C: 1.37726 -3.67472 0.10436
C: 0.79861 -1.58196 -0.06020
C: 0.25365 0.44284 -1.14774
C: -0.53976 2.63012 -0.72129
C: -0.74196 0.88450 1.02860
N: 0.28340 -1.97979 1.06803
N: 1.45433 -2.56512 -0.70364
N: -0.29192 1.25506 -0.29247
O: 0.63362 0.48647 -2.27429
H: 0.35747 -3.86329 2.04926
H: 1.82958 -4.60926 -0.15972
H: 0.30147 2.98258 -1.31891
H: -1.44669 2.68981 -1.32897
H: -0.64733 3.26354 0.15691
H: -1.81828 1.03454 1.10419
H: -0.50630 -0.16176 1.21659
H: -0.25050 1.50142 1.77922
H: 1.92095 -2.50158 -1.59403

Frontier orbital gap in Ha: 0.339
E_LUMO in hartree: 0.0288

--- B ---
Density functional theory data (the ωB97M-V functional and the def2-TZVPD basis) for 2 unconnected molecules or ions with the total composition C6H9N3O.

Geometry (Å):
C: -1.08979 0.51847 2.64052
C: -2.18104 0.25783 1.95716
C: 0.14974 0.47619 0.50510
C: -0.92091 0.12074 -0.02897
C: 0.30310 0.57947 2.00934
C: -2.23938 -0.13533 0.40076
N: 1.26611 -0.69292 -3.43277
N: 2.53441 -1.03683 -3.83208
N: 1.15994 -0.21909 -2.28403
O: 2.02330 -0.07315 -1.30999
H: -1.21284 0.70620 3.62370
H: -3.04241 0.25143 2.60010
H: 1.22566 0.48102 0.09388
H: 0.85231 1.40069 2.21011
H: 0.87997 -0.16446 2.47618
H: -2.47980 -1.15839 0.57545
H: -3.02825 0.58604 0.09825
H: 3.38949 -0.66672 -3.50658
H: 2.41038 -1.23122 -4.79613

Frontier orbital gap (spin up / spin down) in Ha: 0.228 / 0.341
E_LUMO (spin up / spin down) in hartree: -0.0516 / 0.0060

--- C ---
Density functional theory data (the ωB97M-V functional and the def2-TZVPD basis) for a molecular structure, C6H9N3O.

Geometry (Å):
C: 3.51473 0.42845 -0.37876
C: 2.52926 -0.07951 -1.15362
C: 1.69189 0.80958 0.62617
C: -1.92697 -1.55704 0.76816
C: -3.20996 0.63325 0.95798
C: 0.17908 -0.55939 -1.13517
N: 2.99190 0.98335 0.70856
N: 1.37127 0.17592 -0.51882
N: -2.06066 -0.41466 0.59222
O: -0.89973 0.08498 -0.93497
H: 4.55160 0.58416 -0.69399
H: 2.58126 -0.74476 -2.01440
H: 1.06840 1.46214 1.26481
H: -2.50800 -1.91237 1.53495
H: -3.43679 0.47081 2.05763
H: -2.78316 1.58524 0.75159
H: -4.16672 0.53616 0.26186
H: 0.07309 -1.73695 -0.48118
H: 0.43952 -0.74938 -2.21302

Frontier orbital gap in Ha: 0.265
E_LUMO in hartree: -0.0350

Verdict on stability: A comes out on top.

--- A ---
Density functional theory data (the ωB97M-V functional and the def2-TZVPD basis) for 3 unconnected molecules or ions with the total composition C3H6BrNO2.

Geometry (Å):
H: 1.06133 -0.11996 1.12939
N: 1.50365 0.15371 0.26714
C: 0.79832 0.00659 -0.77168
C: -0.50122 -0.71801 -0.92810
H: 1.24526 0.22068 -1.69339
H: -1.03633 -0.44111 -1.88021
H: -0.30602 -1.68456 -1.26559
H: -1.26421 -0.75689 -0.08387
O: 1.93859 -3.93294 -0.86810
C: 2.19826 -3.55723 0.17572
O: 2.50134 -3.36403 1.28263
Br: 4.00821 1.82816 0.07730
H: 2.82392 0.80417 0.50868

Frontier orbital gap in Ha: 0.346
E_LUMO in hartree: 0.0059

--- B ---
Density functional theory data (the ωB97M-V functional and the def2-TZVPD basis) for 2 unconnected molecules or ions with the total composition C3H6BrNO2.

Geometry (Å):
C: -0.34518 0.85141 -1.60651
C: -1.51345 -1.20791 0.59432
C: -0.53667 -0.24658 0.98832
N: 2.26544 0.97069 -0.25255
O: -0.10846 -0.25249 -1.82287
O: -0.61984 1.94761 -1.46031
Br: 1.16622 -0.43695 1.06022
H: -1.16116 -1.56599 -0.38673
H: -2.53387 -0.82276 0.35149
H: -1.61744 -1.94384 1.38898
H: -0.83828 0.63431 1.65413
H: 3.01021 0.49477 -0.80878
H: 2.83247 1.57773 0.30029

Frontier orbital gap (spin up / spin down) in Ha: 0.283 / 0.304
E_LUMO (spin up / spin down) in hartree: -0.0052 / -0.0025

Verdict on stability: A comes out on top.

--- A ---
Density functional theory data (the ωB97M-V functional and the def2-TZVPD basis) for 2 unconnected molecules or ions with the total composition CH8N2S2.

Geometry (Å):
N: 0.86584 -1.68752 -0.55684
C: 1.71843 -0.66497 -0.02198
N: 0.93461 0.13800 1.14314
H: 0.56798 -2.30878 0.15800
H: -0.00503 -1.30357 -0.96501
H: 2.57032 -1.21875 0.41099
H: 1.96223 0.10828 -0.76146
H: 0.20160 0.67042 0.71803
H: 0.43908 -0.50799 1.76010
S: -2.62732 1.86247 -1.50938
S: -2.44204 0.86224 0.19803
H: -1.46365 2.45788 -1.88635
H: -2.72204 1.59231 1.31273

Frontier orbital gap in Ha: 0.321
E_LUMO in hartree: 0.0040

--- B ---
Density functional theory data (the ωB97M-V functional and the def2-TZVPD basis) for 2 unconnected molecules or ions with the total composition CH8N2S2.

Geometry (Å):
N: 1.27261 0.63577 -0.91574
C: 1.28489 -0.00235 0.41875
N: 0.56403 0.70972 1.42292
H: 0.34063 0.53879 -1.31099
H: 1.89450 0.12026 -1.53027
H: 0.91194 -1.03333 0.36248
H: 2.32775 -0.19256 0.67753
H: 1.09624 1.49214 1.77973
H: -0.31681 1.05364 1.06393
S: -2.63098 -0.16208 0.26274
S: -2.01840 -1.37708 -1.35912
H: -3.90602 -0.26196 -0.09534
H: -0.82037 -1.52096 -0.77663

Frontier orbital gap in Ha: 0.325
E_LUMO in hartree: 0.0007

Verdict on stability: B comes out on top.